{"formula": "C39H93N3O9", "method": "the ωB97M-V functional and the def2-TZVPD basis", "species": ["O", "O", "O", "O", "O", "O", "O", "O", "O", "N", "N", "N", "C", "C", "C", "C", "C", "C", "C", "C", "C", "C", "C", "C", "C", "C", "C", "C", "C", "C", "C", "C", "C", "C", "C", "C", "C", "C", "C", "C", "C", "C", "C", "C", "C", "C", "C", "C", "C", "C", "C", "H", "H", "H", "H", "H", "H", "H", "H", "H", "H", "H", "H", "H", "H", "H", "H", "H", "H", "H", "H", "H", "H", "H", "H", "H", "H", "H", "H", "H", "H", "H", "H", "H", "H", "H", "H", "H", "H", "H", "H", "H", "H", "H", "H", "H", "H", "H", "H", "H", "H", "H", "H", "H", "H", "H", "H", "H", "H", "H", "H", "H", "H", "H", "H", "H", "H", "H", "H", "H", "H", "H", "H", "H", "H", "H", "H", "H", "H", "H", "H", "H", "H", "H", "H", "H", "H", "H", "H", "H", "H", "H", "H", "H"], "positions_angstrom": [[2.82667, 1.04330, -7.92867], [2.89261, -3.02578, 3.37511], [7.07889, -1.53321, 2.04219], [5.28977, 3.10396, 1.51854], [-1.37353, -8.26472, -0.24446], [-1.65706, 0.88787, 0.39733], [-1.41304, 3.52744, 1.33064], [3.99421, 2.33582, -5.67766], [-7.42500, 2.98993, -2.34330], [2.76666, -3.82142, 4.53918], [-0.61574, 0.47487, -0.46313], [-6.50461, 3.98570, -1.91560], [-6.01718, 6.29917, -1.69480], [2.71762, -0.36512, -7.80110], [0.12023, 0.34001, -2.79508], [-8.28960, 5.52275, -0.99459], [0.83790, -0.99261, -2.54189], [3.70676, -5.91922, 3.49217], [0.24335, 4.69624, 2.66719], [-4.98617, 2.22070, -1.21159], [-7.67828, 5.54016, -3.38464], [3.68184, -5.47134, 5.98527], [0.26593, -0.94636, 1.24908], [-0.95341, 0.86109, -1.84925], [-1.31315, -1.99048, -0.32684], [5.15986, -4.19266, 4.52194], [0.58002, -4.80066, 3.81702], [4.50996, 2.64822, 0.41042], [-5.18557, 5.97836, -0.47048], [5.17048, -2.06321, 0.75625], [-1.03045, 2.35559, -1.93340], [2.11551, -0.73643, -6.44653], [0.71747, -2.69174, 5.12306], [3.77859, -4.87078, 4.59764], [-5.70667, 3.50658, -0.80141], [6.39607, -1.15782, 0.83854], [2.28015, -6.03434, 6.26224], [1.36156, -4.04481, 4.89253], [-4.63541, 4.55765, -0.49497], [2.98825, 3.31552, -3.66531], [0.99193, -1.24646, -1.03868], [3.82170, 2.18665, -4.26403], [1.31455, -4.83248, 6.20768], [-1.18234, -5.88690, -0.06973], [-6.51452, 3.21703, 0.47412], [-2.27542, 0.21973, -2.26702], [-0.00307, 3.62555, 1.60382], [3.18669, 1.98745, 0.76666], [-1.52857, -7.03479, -0.99469], [-7.13031, 5.30584, -1.98024], [-0.22049, -0.89797, -0.20102], [0.93417, -0.11511, 1.50055], [-1.80325, -5.93582, 0.81788], [5.13491, -3.30633, 5.15685], [0.38249, 2.68058, 1.99037], [-4.77752, 2.30852, -2.28554], [1.16526, -2.02828, 5.86024], [-6.34638, 7.34243, -1.67046], [4.69058, -2.14432, 1.72990], [-0.41418, -5.09483, 4.15537], [-2.23102, -0.72443, -2.80319], [-3.91982, 4.49820, -1.32155], [-1.35607, 1.74502, 0.73265], [-1.88886, 3.75410, 2.13593], [1.52703, -4.20105, 7.07023], [2.02919, -0.66994, -8.58904], [-7.16516, 4.04748, 0.74489], [4.60101, 3.06729, -5.81876], [-5.72687, 6.21288, 0.45609], [4.38887, 3.48103, -0.29439], [-2.89673, 0.85737, -2.91556], [5.45087, -3.07298, 0.45592], [-5.89897, 3.00688, 1.34786], [5.16110, 1.96591, -0.13922], [5.95454, -4.87897, 4.82011], [7.04428, -1.37006, -0.00983], [1.37040, -2.23475, -0.76844], [3.67612, -0.87342, -7.93795], [-8.96679, 4.66499, -1.01501], [3.40400, -2.28127, 3.70507], [3.41122, 1.19653, -4.08630], [2.02712, -6.73255, 5.46796], [-7.14378, 2.81133, -3.24498], [-0.91882, -7.07317, -1.89620], [2.31334, -6.46942, 7.25924], [-8.92248, 6.36740, -1.27927], [-0.27271, 2.88995, -1.35921], [3.62974, -5.43158, 2.51451], [3.91828, -4.73882, 6.76768], [-4.34581, 6.67750, -0.37455], [0.22403, -1.84268, -2.87596], [-2.60316, -6.99966, -1.20339], [1.24980, 4.59729, 3.08240], [-7.49762, 6.58707, -3.64486], [-5.52144, 1.28255, -1.09153], [1.75833, -1.02218, -3.11977], [-2.01571, 2.75905, -1.69766], [5.45539, -3.91481, 3.50561], [0.67440, -2.13057, 4.17972], [-0.10090, -5.85252, 0.06892], [2.32825, 2.51651, 0.36156], [2.94998, -6.68848, 3.61065], [4.66163, -6.44445, 3.35783], [3.24446, 4.27553, -4.10986], [-0.30283, 0.22798, -3.80465], [-0.54453, -0.82151, 1.97371], [3.24338, 0.92723, 0.52129], [0.77999, -1.88078, 1.48224], [-7.92724, 5.70121, 0.01395], [3.18722, 3.34573, -2.59222], [6.08998, -0.11270, 0.88590], [4.41452, -1.69802, 0.05309], [0.13657, 5.70404, 2.27279], [-5.35532, 6.30361, -2.57477], [-7.18117, 4.95641, -4.16022], [1.06285, -5.78191, 3.69083], [0.32085, -5.27928, 6.30547], [-1.38375, -2.31333, -1.36590], [-4.16925, 4.31203, 0.45655], [-0.42911, 4.52407, 3.51196], [1.92773, 3.11921, -3.82608], [-2.96384, 0.16564, -1.41937], [-1.38464, -4.95933, -0.61463], [4.47448, -6.20631, 6.16982], [2.88069, -0.72606, -5.66404], [1.83307, -0.59583, -0.73901], [0.88294, 1.08672, -3.06350], [-4.00158, 2.19789, -0.74225], [-1.41435, -8.99289, -0.87034], [0.42527, 3.94126, 0.65617], [4.80564, 2.24687, -3.78364], [4.89723, 3.92754, 1.82080], [-0.35657, -2.80383, 5.31179], [1.31057, -0.06720, -6.15019], [3.01452, 1.97347, 1.84895], [-1.02169, -2.85174, 0.27106], [0.63050, -4.46612, 2.78128], [3.21102, 1.38172, -7.10713], [-0.85069, 2.66417, -2.97161], [7.06716, -0.81671, 2.68032], [-7.23521, 2.41459, 0.29385], [-2.25993, -1.58158, 0.01977], [-8.75117, 5.36849, -3.44296], [1.75429, -1.76754, -6.50110]], "smiles": "CC1(C)CCCC(C)(C)N1O.CC1(C)CCCC(C)(C)N1O.CC1(C)CCCC(C)(C)N1O.CCO.CCO.CCO.CCO.CCO.CCO", "homo_energy_ev": -8.23, "de_lowest_kcal_mol": 25.3}